{
  "formula": "C5H15NO",
  "method": "ωB97M-V/def2-TZVPD",
  "symbols": ["C", "C", "C", "C", "N", "C", "H", "H", "H", "H", "H", "H", "H", "H", "H", "H", "H", "H", "H", "O", "H", "H"],
  "coordinates": [[-0.35584, 2.69557, -0.39336], [-0.56218, 1.18367, -0.42636], [0.51052, 0.37769, 0.43411], [1.96775, 0.68937, 0.18085], [0.21911, -1.03019, 0.36218], [-0.09697, -1.75926, 1.58685], [-0.40575, 3.30397, 0.52536], [0.75763, 2.79782, -0.50543], [-0.75738, 3.27056, -1.21400], [-0.29745, 0.80283, -1.42682], [-1.45092, 0.78184, 0.11931], [0.30655, 0.81596, 1.43347], [2.57366, 0.07522, 0.91181], [2.15640, 1.76515, 0.37770], [2.10144, 0.60692, -0.92006], [0.50035, -1.32729, -0.55756], [-0.06812, -2.85669, 1.33296], [0.52463, -1.57271, 2.45249], [-1.14609, -1.65953, 1.95784], [-1.56267, -1.89871, -1.61188], [-1.01987, -1.20177, -1.20561], [-1.77942, -2.60404, -1.00220]],
  "homo_energy_ev": -8.588,
  "gap_ev": 9.511,
  "e_lumo_ev": 0.9,
  "total_energy_ha": -329.42728,
  "smiles": "CC[C@H](C)NC.O",
  "e_above_lowest_kcal_mol": 50.4,
  "max_force_ha_per_bohr": 0.0531
}



{
  "formula": "C2H6OS2",
  "method": "ωB97M-V/def2-TZVPD",
  "symbols": ["C", "C", "O", "H", "H", "H", "H", "S", "S", "H", "H"],
  "coordinates": [[-1.43280, -0.01447, -2.18289], [-0.93788, -1.15284, -1.28859], [-0.31861, -0.88416, -0.29158], [-2.50427, 0.10849, -2.03149], [-1.45017, -0.37293, -3.22324], [-0.75371, 0.80929, -2.01840], [-1.35613, -2.17187, -1.39364], [1.55546, 1.83480, 2.98977], [3.30437, 0.66131, 2.83954], [1.29525, 1.57143, 4.26343], [2.59850, -0.38905, 2.33708]],
  "homo_energy_ev": -9.436,
  "gap_ev": 9.834,
  "e_lumo_ev": 0.4,
  "total_energy_ha": -951.37997,
  "smiles": "CC=O.SS",
  "e_above_lowest_kcal_mol": 7.6,
  "max_force_ha_per_bohr": 0.0458
}



{
  "formula": "C5H7N2O3",
  "method": "ωB97M-V/def2-TZVPD",
  "symbols": ["C", "C", "C", "C", "C", "N", "N", "O", "O", "O", "H", "H", "H", "H", "H", "H", "H"],
  "coordinates": [[0.75464, 2.17331, 0.21576], [-0.38762, -0.97087, -1.44731], [-0.72858, 2.37454, 0.20290], [0.71191, -2.33757, 0.48243], [-0.36601, -1.29582, 0.01776], [1.09451, 1.05731, 0.70587], [0.00996, 0.50457, 1.23611], [-0.73420, -2.01846, -1.98934], [-0.00499, 0.07071, -1.93406], [-1.11422, 1.30601, 1.05063], [1.56922, 2.78611, -0.14477], [-1.09196, 3.47204, 0.37928], [-0.99425, 2.06089, -0.79356], [0.05100, -3.24493, 0.53982], [1.46257, -2.36706, -0.37451], [1.14862, -1.99211, 1.32677], [-1.38058, -1.57866, 0.52623]],
  "homo_energy_ev": [-3.068, -3.070],
  "gap_ev": [7.072, 7.074],
  "e_lumo_ev": [4.0, 4.0],
  "total_energy_ha": -529.82681,
  "e_above_lowest_kcal_mol": 129.3,
  "max_force_ha_per_bohr": 0.1057,
  "charge": -1
}



{
  "formula": "C38H26BrCaF12IN8O4",
  "method": "ωB97M-V/def2-TZVPD",
  "symbols": ["Ca", "C", "C", "C", "C", "C", "N", "C", "C", "C", "C", "C", "C", "C", "C", "O", "C", "F", "F", "F", "C", "F", "F", "F", "C", "C", "C", "O", "C", "F", "F", "F", "C", "F", "F", "F", "H", "H", "H", "H", "H", "H", "H", "H", "H", "H", "H", "H", "N", "C", "N", "C", "N", "C", "C", "N", "C", "C", "N", "H", "H", "H", "H", "H", "O", "N", "N", "O", "C", "C", "C", "C", "C", "C", "H", "H", "H", "H", "H", "Br", "C", "C", "C", "C", "C", "C", "I", "H", "H", "H", "H"],
  "coordinates": [[-0.08780, -0.15602, 0.53922], [-6.36576, -3.38225, 2.85076], [-4.93709, -2.97632, 2.56622], [-3.85913, -3.79252, 2.89719], [-2.56337, -3.41362, 2.62222], [-2.23261, -2.19364, 1.95959], [-0.95851, -1.84905, 1.65095], [0.09681, -2.74630, 1.66492], [-0.02439, -4.04180, 1.11196], [1.00750, -4.95700, 1.15216], [2.23939, -4.62594, 1.72270], [3.36201, -5.63403, 1.80376], [2.39825, -3.33585, 2.20252], [1.38023, -2.37796, 2.16728], [1.61700, -0.95576, 2.80529], [0.97959, 0.08401, 2.24102], [1.16916, -1.10307, 4.31818], [1.85320, -2.04397, 5.01708], [-0.11707, -1.44958, 4.40941], [1.32057, 0.05707, 4.98925], [3.17115, -0.57525, 2.85843], [3.91054, -1.21294, 3.81347], [3.31925, 0.73076, 3.11841], [3.79230, -0.81406, 1.69612], [-3.34193, -1.29591, 1.73624], [-4.63467, -1.73118, 2.03239], [-3.09058, 0.19740, 1.36231], [-2.08196, 0.45783, 0.46238], [-4.41160, 0.90501, 0.83638], [-5.37191, 1.14578, 1.76614], [-4.12870, 2.11323, 0.31681], [-5.00088, 0.18863, -0.13455], [-2.76670, 0.93100, 2.72254], [-1.62898, 0.50389, 3.23777], [-3.71408, 0.77498, 3.66958], [-2.64113, 2.27768, 2.54010], [-6.48205, -4.46928, 2.80571], [-7.05308, -2.94119, 2.12253], [-6.69722, -3.06206, 3.84727], [-4.04118, -4.74512, 3.39367], [-1.74937, -4.04969, 2.94102], [-0.96666, -4.30254, 0.64498], [0.85830, -5.95194, 0.73718], [3.00677, -6.59333, 2.19264], [4.15633, -5.27729, 2.46398], [3.80843, -5.82851, 0.82183], [3.36006, -3.07677, 2.62712], [-5.47074, -1.06746, 1.86721], [3.83537, 0.84407, -2.28936], [2.77724, 0.47311, -3.02629], [1.72427, 1.17080, -2.68130], [2.20686, 1.94814, -1.66445], [3.48514, 1.79890, -1.40467], [1.33948, 2.86454, -0.89394], [1.71610, 4.16822, -0.61469], [0.91838, 5.00752, 0.04241], [-0.26890, 4.52496, 0.40280], [-0.65557, 3.22005, 0.12286], [0.15910, 2.38195, -0.51421], [4.73950, 0.41825, -2.21760], [2.81609, -0.28938, -3.79217], [2.68094, 4.54178, -0.93836], [-0.93455, 5.19370, 0.93721], [-1.62615, 2.82706, 0.40974], [1.91497, -0.72954, -0.34954], [1.90566, -1.66444, -1.19673], [0.72412, -1.99064, -1.60963], [-0.38047, -1.40754, -1.21700], [0.64167, -3.01065, -2.61446], [-0.47078, -2.99672, -3.43866], [-0.59699, -3.96400, -4.42806], [0.37565, -4.94218, -4.58840], [1.48367, -4.94891, -3.74578], [1.62251, -3.98897, -2.75400], [-1.21668, -2.22640, -3.28341], [-1.46673, -3.95267, -5.07495], [0.26484, -5.70585, -5.34994], [2.23842, -5.72100, -3.85060], [2.46241, -3.98951, -2.07229], [-5.37947, 0.96708, -4.20244], [-3.68108, 1.42268, -4.93464], [-3.66323, 1.87345, -6.25113], [-2.45919, 2.22940, -6.84042], [-1.28300, 2.12733, -6.10704], [-1.31704, 1.67136, -4.79724], [-2.51870, 1.31191, -4.17978], [-2.42184, 0.74457, -2.15361], [-4.59267, 1.94823, -6.80155], [-2.44377, 2.58197, -7.86590], [-0.33547, 2.41161, -6.55323], [-0.39971, 1.58856, -4.21764]],
  "homo_energy_ev": -1.096,
  "gap_ev": 4.941,
  "e_lumo_ev": 3.8,
  "total_energy_ha": -6950.56895,
  "max_force_ha_per_bohr": 0.0545,
  "charge": -2
}